# 1
{"formula": "C37H56MoO4P2SSi", "method": "ωB97M-V/def2-TZVPD", "symbols": ["Mo", "C", "C", "C", "C", "O", "Si", "S", "O", "C", "C", "C", "C", "O", "C", "C", "C", "C", "H", "H", "H", "H", "H", "H", "H", "H", "H", "H", "H", "H", "H", "H", "H", "H", "H", "H", "H", "H", "H", "H", "H", "H", "H", "H", "H", "O", "C", "C", "C", "C", "C", "C", "C", "P", "C", "C", "C", "C", "C", "C", "C", "C", "C", "C", "C", "C", "H", "H", "H", "H", "H", "H", "H", "H", "H", "H", "H", "H", "H", "H", "C", "C", "P", "C", "C", "C", "C", "H", "H", "H", "H", "H", "H", "H", "H", "H", "H", "H", "H", "H", "H", "H"], "positions_angstrom": [[1.270, 0.464, 0.009], [-1.994, 2.142, -1.963], [-2.653, 1.112, -1.064], [-3.150, -0.068, -1.876], [-3.790, 1.734, -0.270], [-1.585, 0.654, -0.142], [-1.787, -0.085, 1.308], [0.351, -0.475, 1.781], [-2.286, 0.965, 2.409], [-2.895, 0.833, 3.739], [-2.859, 2.233, 4.323], [-4.323, 0.345, 3.569], [-2.062, -0.134, 4.562], [-2.589, -1.455, 1.395], [-2.549, -2.879, 1.088], [-1.713, -3.089, -0.157], [-3.990, -3.315, 0.883], [-1.935, -3.572, 2.293], [-2.749, 2.628, -2.582], [-1.272, 1.674, -2.630], [-1.496, 2.914, -1.373], [-3.871, 0.279, -2.617], [-3.646, -0.804, -1.244], [-2.325, -0.545, -2.406], [-4.578, 2.026, -0.963], [-3.474, 2.622, 0.279], [-4.218, 1.026, 0.440], [-3.382, 2.931, 3.668], [-1.830, 2.572, 4.454], [-3.348, 2.247, 5.297], [-4.904, 1.052, 2.974], [-4.799, 0.259, 4.546], [-4.350, -0.631, 3.088], [-1.020, 0.192, 4.601], [-2.105, -1.143, 4.145], [-2.438, -0.179, 5.584], [-2.151, -2.581, -1.013], [-1.645, -4.152, -0.391], [-0.699, -2.718, 0.001], [-4.430, -2.820, 0.018], [-4.588, -3.082, 1.764], [-4.033, -4.392, 0.717], [-0.902, -3.249, 2.448], [-1.935, -4.652, 2.145], [-2.508, -3.352, 3.194], [3.182, 1.544, -0.900], [3.275, 0.460, -0.357], [4.300, -0.575, -0.394], [5.652, -0.417, -0.134], [6.472, -1.531, -0.256], [5.949, -2.749, -0.673], [4.598, -2.885, -0.980], [3.761, -1.793, -0.817], [2.015, -1.656, -1.317], [1.393, -3.336, -1.428], [1.630, -4.212, -0.366], [1.180, -5.519, -0.437], [0.480, -5.949, -1.560], [0.227, -5.073, -2.606], [0.681, -3.763, -2.545], [2.041, -0.934, -2.971], [1.083, 0.035, -3.255], [1.073, 0.681, -4.484], [2.031, 0.353, -5.431], [2.990, -0.617, -5.155], [3.001, -1.259, -3.928], [6.051, 0.541, 0.172], [7.527, -1.447, -0.034], [6.604, -3.604, -0.772], [4.214, -3.832, -1.338], [2.170, -3.880, 0.513], [1.376, -6.203, 0.377], [0.133, -6.972, -1.619], [-0.316, -5.412, -3.478], [0.496, -3.090, -3.373], [0.300, 0.268, -2.532], [0.321, 1.429, -4.700], [2.034, 0.852, -6.391], [3.732, -0.869, -5.901], [3.758, -2.004, -3.715], [3.610, 3.178, 1.704], [2.149, 3.599, 1.805], [0.987, 2.959, 0.552], [-0.650, 3.451, 1.179], [-0.755, 4.796, 1.900], [1.321, 3.861, -1.006], [0.793, 5.291, -1.094], [4.181, 3.665, 2.493], [4.056, 3.456, 0.749], [3.725, 2.101, 1.839], [2.057, 4.688, 1.749], [1.736, 3.304, 2.774], [-0.973, 2.658, 1.853], [-1.329, 3.398, 0.323], [-0.220, 4.784, 2.848], [-1.803, 4.993, 2.126], [-0.385, 5.633, 1.313], [0.918, 3.252, -1.821], [2.404, 3.840, -1.137], [-0.293, 5.332, -1.008], [1.065, 5.716, -2.060], [1.224, 5.932, -0.326]], "mulliken_charge": [-1.320, -0.996, 1.259, -1.457, -1.546, 0.865, -0.752, -0.690, 0.456, 1.743, -1.650, -1.464, -1.398, 0.743, 1.767, -1.165, -1.864, -1.745, 0.561, 0.007, -0.053, 0.489, 0.214, 0.166, 0.556, 0.222, 0.307, 0.266, 0.316, 0.497, 0.345, 0.553, 0.071, 0.312, 0.041, 0.554, 0.146, 0.793, -0.134, 0.369, 0.390, 0.428, 0.268, 0.490, 0.402, -0.389, 0.505, 0.074, -0.626, -0.718, -0.687, -0.302, -0.435, 2.127, 0.317, -0.137, -0.900, -0.611, -0.747, -0.565, 0.228, 1.239, -0.638, -0.661, -0.789, -0.428, 0.606, 0.451, 0.481, 0.517, 0.574, 0.476, 0.441, 0.454, 0.508, -0.938, 0.503, 0.433, 0.446, 0.488, -1.184, -0.645, 1.209, 1.754, -1.739, -0.192, -1.441, 0.482, 0.323, 0.180, 0.497, 0.437, -1.042, -0.347, 0.345, 0.456, 0.375, 0.158, 0.618, 0.304, 0.427, 0.363], "s2": 2.08, "lumo_ev": [-7.36, -6.97], "gap_ev": [6.63, 7.02], "multiplicity": 3, "charge": 2, "de_lowest_kcal_mol": 10.4, "homo_ev": [-13.99, -13.99]}

# 2
{"formula": "C27H15BrLuN6OS4Se", "method": "ωB97M-V/def2-TZVPD", "symbols": ["Lu", "Se", "N", "C", "C", "C", "C", "C", "N", "C", "C", "N", "C", "C", "C", "C", "C", "N", "H", "H", "H", "H", "H", "H", "O", "C", "S", "C", "C", "S", "S", "S", "Br", "C", "C", "C", "C", "C", "C", "N", "C", "C", "C", "C", "C", "C", "N", "H", "H", "H", "H", "H", "H", "H", "H", "H"], "positions_angstrom": [[-0.566, 0.996, -0.513], [3.781, -2.082, 5.529], [4.070, -1.917, 3.774], [3.061, -1.247, 3.287], [2.918, -0.934, 1.866], [3.873, -1.293, 0.918], [3.679, -0.937, -0.400], [2.522, -0.245, -0.733], [1.598, 0.099, 0.160], [1.789, -0.231, 1.449], [0.765, 0.207, 2.411], [-0.297, 0.863, 1.907], [-1.193, 1.371, 2.751], [-1.085, 1.219, 4.133], [-0.031, 0.503, 4.648], [0.925, -0.019, 3.774], [2.083, -0.784, 4.230], [2.302, -1.081, 5.482], [4.752, -1.838, 1.236], [4.401, -1.180, -1.165], [2.334, 0.048, -1.761], [-2.023, 1.896, 2.298], [-1.837, 1.656, 4.774], [0.082, 0.343, 5.712], [-4.704, 6.497, -1.079], [-3.987, 5.562, -0.876], [-4.569, 3.908, -0.594], [-2.992, 3.161, -0.413], [-1.914, 3.961, -0.526], [-0.187, 3.546, -0.442], [-2.213, 5.660, -0.847], [-3.068, 1.408, -0.118], [0.649, -5.647, 2.238], [0.224, -4.296, 1.000], [-0.733, -3.345, 1.328], [-1.010, -2.328, 0.428], [-0.346, -2.283, -0.793], [0.599, -3.244, -1.123], [0.884, -4.257, -0.220], [-0.589, -1.146, -1.614], [-0.696, -1.210, -2.883], [-0.908, 0.031, -3.649], [-1.206, -0.001, -4.995], [-1.454, 1.210, -5.641], [-1.385, 2.379, -4.917], [-1.060, 2.328, -3.560], [-0.826, 1.176, -2.936], [-1.252, -3.394, 2.275], [-1.767, -1.588, 0.674], [1.143, -3.187, -2.057], [1.628, -5.004, -0.456], [-0.652, -2.156, -3.423], [-1.258, -0.942, -5.524], [-1.702, 1.226, -6.694], [-1.574, 3.340, -5.374], [-0.976, 3.220, -2.953]], "mulliken_charge": [1.141, 0.296, -0.852, 0.863, 0.612, -0.595, -0.935, -0.311, -0.522, -0.263, 0.123, 0.232, -0.055, -0.985, -0.659, 0.363, 1.026, -0.849, 0.586, 0.477, 0.459, 0.296, 0.458, 0.569, -0.547, 0.595, -0.140, 0.381, -0.017, -0.489, -0.102, -0.577, -0.127, 0.000, -0.736, -0.166, -0.224, -0.131, -0.767, 0.007, -0.404, 0.653, -0.909, -0.315, -0.881, 0.098, 0.036, 0.530, 0.512, 0.532, 0.457, 0.546, 0.451, 0.448, 0.438, 0.376], "lumo_ev": -4.25, "gap_ev": 5.22, "charge": 1, "de_lowest_kcal_mol": 0.0, "homo_ev": -9.47}

# 3
{"formula": "C9H17N2OP", "method": "ωB97M-V/def2-TZVPD", "symbols": ["C", "C", "N", "C", "C", "P", "O", "N", "C", "C", "C", "C", "C", "H", "H", "H", "H", "H", "H", "H", "H", "H", "H", "H", "H", "H", "H", "H", "H", "H"], "positions_angstrom": [[-2.167, 0.058, -3.306], [-2.236, -0.139, -1.995], [-1.508, -1.011, -1.217], [-0.794, -2.109, -1.637], [-0.954, -2.826, -2.745], [-1.657, -0.689, 0.650], [-1.413, -2.187, 1.203], [-0.108, -0.101, 0.986], [0.035, 1.262, 0.733], [1.115, 2.017, 0.892], [1.148, 3.470, 0.548], [0.978, -0.838, 1.594], [1.068, -0.587, 3.098], [-2.781, 0.806, -3.773], [-1.494, -0.485, -3.943], [-2.898, 0.475, -1.391], [-0.049, -2.420, -0.909], [-0.331, -3.682, -2.927], [-1.696, -2.603, -3.486], [-2.207, -2.723, 1.172], [-0.874, 1.700, 0.333], [2.040, 1.616, 1.275], [1.944, 3.674, -0.168], [0.202, 3.790, 0.118], [1.347, 4.070, 1.438], [1.909, -0.543, 1.104], [0.824, -1.901, 1.412], [0.230, -1.059, 3.610], [1.996, -0.999, 3.490], [1.039, 0.481, 3.305]], "mulliken_charge": [-1.055, 0.144, -0.120, 0.252, -1.056, -0.158, -0.461, 0.317, 0.084, -0.220, -1.313, -0.678, -1.116, 0.249, 0.353, 0.329, 0.220, 0.259, 0.388, 0.321, 0.227, 0.279, 0.311, 0.335, 0.285, 0.471, 0.352, 0.331, 0.367, 0.303], "lumo_ev": 0.53, "gap_ev": 8.09, "charge": 0, "de_lowest_kcal_mol": 0.0, "smiles": "C=CN(C=C)P(O)N(/C=C/C)CC", "homo_ev": -7.56}

# 4
{"formula": "C3H8N3O", "method": "ωB97M-V/def2-TZVPD", "symbols": ["C", "C", "C", "N", "N", "N", "O", "H", "H", "H", "H", "H", "H", "H", "H"], "positions_angstrom": [[2.412, 0.929, 0.166], [1.883, -1.200, -0.417], [-2.420, 0.486, -0.225], [2.742, -0.086, -0.503], [1.105, 0.722, 0.706], [0.607, -0.545, 0.126], [-0.357, -0.469, -0.764], [2.948, 1.803, 0.307], [1.626, -1.749, -1.349], [2.116, -1.869, 0.402], [-2.427, 1.233, -1.051], [-2.099, 0.933, 0.685], [-2.856, -0.414, -0.433], [0.614, 1.429, 1.267], [0.220, -1.156, 0.877]], "mulliken_charge": [0.010, -0.361, -0.206, -0.429, -0.239, 0.297, -0.614, 0.461, 0.328, 0.315, 0.259, 0.293, 0.290, 0.232, 0.365], "lumo_ev": [-6.49, -6.48], "gap_ev": [7.47, 7.47], "charge": 1, "de_lowest_kcal_mol": 173.5, "homo_ev": [-13.96, -13.96]}

# 5
{"formula": "C23H24N4O4", "method": "ωB97M-V/def2-TZVPD", "symbols": ["C", "O", "C", "C", "C", "N", "C", "C", "C", "C", "C", "O", "C", "C", "C", "N", "C", "C", "C", "O", "N", "C", "O", "N", "C", "C", "C", "C", "C", "C", "C", "H", "H", "H", "H", "H", "H", "H", "H", "H", "H", "H", "H", "H", "H", "H", "H", "H", "H", "H", "H", "H", "H", "H", "H"], "positions_angstrom": [[-4.577, -3.741, 0.154], [-3.597, -2.850, 0.627], [-2.283, -3.370, 0.647], [-1.610, -3.422, -0.725], [-1.303, -2.038, -1.306], [-0.384, -1.285, -0.488], [-0.553, -0.068, 0.092], [-1.740, 0.772, 0.053], [-3.037, 0.303, 0.233], [-4.114, 1.172, 0.198], [-3.914, 2.532, -0.014], [-4.898, 3.467, -0.073], [-6.234, 3.055, 0.093], [-2.610, 3.009, -0.173], [-1.542, 2.145, -0.134], [0.557, 0.366, 0.677], [1.476, -0.589, 0.468], [0.931, -1.642, -0.260], [1.730, -2.761, -0.656], [1.415, -3.740, -1.306], [3.034, -2.613, -0.184], [3.615, -1.588, 0.542], [4.785, -1.620, 0.849], [2.772, -0.561, 0.888], [3.278, 0.614, 1.583], [3.394, 1.770, 0.624], [2.462, 2.798, 0.636], [2.551, 3.828, -0.284], [3.568, 3.836, -1.223], [4.499, 2.811, -1.241], [4.412, 1.780, -0.322], [-4.452, -3.967, -0.910], [-5.535, -3.246, 0.303], [-4.560, -4.680, 0.720], [-2.290, -4.377, 1.086], [-1.723, -2.707, 1.314], [-2.252, -3.948, -1.433], [-0.680, -3.985, -0.644], [-2.216, -1.451, -1.418], [-0.843, -2.178, -2.290], [-3.227, -0.738, 0.442], [-5.104, 0.772, 0.349], [-6.395, 2.605, 1.078], [-6.834, 3.959, 0.009], [-6.536, 2.347, -0.685], [-2.467, 4.067, -0.324], [-0.535, 2.510, -0.253], [3.671, -3.363, -0.428], [4.255, 0.339, 1.988], [2.581, 0.853, 2.388], [1.663, 2.781, 1.361], [1.823, 4.626, -0.270], [3.636, 4.640, -1.942], [5.294, 2.814, -1.972], [5.135, 0.977, -0.332]], "mulliken_charge": [-0.794, -0.290, -0.714, -0.522, -1.142, 0.061, -0.052, -0.150, -0.610, -0.617, 0.918, -0.464, -0.830, -0.703, -0.701, -0.519, 0.569, 0.495, 0.150, -0.693, -0.033, 0.415, -0.658, 0.134, -1.603, 0.408, -0.063, -0.558, -0.393, -0.664, -0.325, 0.319, 0.263, 0.303, 0.472, 0.287, 0.521, 0.362, 0.606, 0.329, 0.828, 0.455, 0.334, 0.245, 0.333, 0.453, 0.591, 0.253, 0.600, 0.420, 0.360, 0.399, 0.385, 0.386, 0.441], "lumo_ev": 0.58, "gap_ev": 8.63, "charge": 0, "de_lowest_kcal_mol": 33.4, "smiles": "COCCCn1c(-c2ccc(OC)cc2)nc2c1c(=O)[nH]c(=O)n2Cc1ccccc1", "homo_ev": -8.05}

# 6
{"formula": "C12H21BCl4N3O3", "method": "ωB97M-V/def2-TZVPD", "symbols": ["N", "C", "C", "C", "C", "C", "C", "O", "O", "B", "N", "O", "C", "C", "N", "H", "H", "H", "H", "H", "H", "H", "H", "H", "H", "H", "H", "H", "Cl", "C", "C", "Cl", "H", "H", "H", "H", "Cl", "C", "C", "Cl", "H", "H", "H", "H"], "positions_angstrom": [[1.739, 4.005, 2.079], [2.320, 4.010, 0.682], [1.203, 4.248, -0.517], [1.041, 2.758, -1.258], [0.652, 1.511, -0.243], [0.504, -0.047, -0.824], [0.159, -1.240, 0.252], [-0.916, -2.040, 0.010], [0.992, -1.400, 1.489], [2.430, -1.308, 1.170], [3.420, -0.478, 2.023], [3.060, -1.973, -0.025], [0.720, -0.230, -2.441], [1.097, 1.120, -3.353], [1.229, 2.524, -2.746], [1.360, 3.075, 2.362], [1.069, 4.787, 2.248], [2.901, 2.978, 0.559], [3.131, 4.859, 0.632], [1.712, 4.969, -1.300], [0.165, 4.626, -0.129], [0.474, 1.710, 0.912], [3.939, 0.186, 1.374], [4.190, -1.139, 2.341], [3.376, -1.168, -0.570], [0.603, -1.299, -2.950], [1.263, 0.959, -4.505], [1.453, 3.331, -3.377], [-2.003, -2.797, -4.294], [-2.523, -3.150, -2.627], [-3.040, -4.572, -2.476], [-4.586, -4.819, -3.326], [-3.280, -2.412, -2.344], [-1.648, -3.002, -1.986], [-3.222, -4.791, -1.419], [-2.322, -5.305, -2.857], [-2.034, 0.802, 2.842], [-2.084, -0.878, 3.433], [-3.485, -1.467, 3.372], [-4.587, -0.705, 4.546], [-1.686, -0.891, 4.453], [-1.409, -1.457, 2.797], [-3.451, -2.533, 3.614], [-3.924, -1.358, 2.375]], "mulliken_charge": [-0.521, -0.445, -0.376, 0.050, 0.126, 0.421, 0.417, -0.410, -0.283, 0.562, -0.676, -0.585, -0.441, -0.264, -0.072, 0.227, 0.253, 0.203, 0.318, 0.298, 0.335, -0.031, 0.230, 0.300, 0.329, 0.311, 0.363, 0.322, -0.210, -0.008, -0.466, -0.179, 0.338, -0.086, 0.298, 0.335, -0.197, -0.197, -0.428, -0.177, 0.357, 0.047, 0.325, 0.289], "lumo_ev": -5.85, "gap_ev": 6.71, "charge": 1, "homo_ev": -12.56}

Copy entry 6 word for word.
{"formula": "C12H21BCl4N3O3", "method": "ωB97M-V/def2-TZVPD", "symbols": ["N", "C", "C", "C", "C", "C", "C", "O", "O", "B", "N", "O", "C", "C", "N", "H", "H", "H", "H", "H", "H", "H", "H", "H", "H", "H", "H", "H", "Cl", "C", "C", "Cl", "H", "H", "H", "H", "Cl", "C", "C", "Cl", "H", "H", "H", "H"], "positions_angstrom": [[1.739, 4.005, 2.079], [2.320, 4.010, 0.682], [1.203, 4.248, -0.517], [1.041, 2.758, -1.258], [0.652, 1.511, -0.243], [0.504, -0.047, -0.824], [0.159, -1.240, 0.252], [-0.916, -2.040, 0.010], [0.992, -1.400, 1.489], [2.430, -1.308, 1.170], [3.420, -0.478, 2.023], [3.060, -1.973, -0.025], [0.720, -0.230, -2.441], [1.097, 1.120, -3.353], [1.229, 2.524, -2.746], [1.360, 3.075, 2.362], [1.069, 4.787, 2.248], [2.901, 2.978, 0.559], [3.131, 4.859, 0.632], [1.712, 4.969, -1.300], [0.165, 4.626, -0.129], [0.474, 1.710, 0.912], [3.939, 0.186, 1.374], [4.190, -1.139, 2.341], [3.376, -1.168, -0.570], [0.603, -1.299, -2.950], [1.263, 0.959, -4.505], [1.453, 3.331, -3.377], [-2.003, -2.797, -4.294], [-2.523, -3.150, -2.627], [-3.040, -4.572, -2.476], [-4.586, -4.819, -3.326], [-3.280, -2.412, -2.344], [-1.648, -3.002, -1.986], [-3.222, -4.791, -1.419], [-2.322, -5.305, -2.857], [-2.034, 0.802, 2.842], [-2.084, -0.878, 3.433], [-3.485, -1.467, 3.372], [-4.587, -0.705, 4.546], [-1.686, -0.891, 4.453], [-1.409, -1.457, 2.797], [-3.451, -2.533, 3.614], [-3.924, -1.358, 2.375]], "mulliken_charge": [-0.521, -0.445, -0.376, 0.050, 0.126, 0.421, 0.417, -0.410, -0.283, 0.562, -0.676, -0.585, -0.441, -0.264, -0.072, 0.227, 0.253, 0.203, 0.318, 0.298, 0.335, -0.031, 0.230, 0.300, 0.329, 0.311, 0.363, 0.322, -0.210, -0.008, -0.466, -0.179, 0.338, -0.086, 0.298, 0.335, -0.197, -0.197, -0.428, -0.177, 0.357, 0.047, 0.325, 0.289], "lumo_ev": -5.85, "gap_ev": 6.71, "charge": 1, "homo_ev": -12.56}